One molecule with the formula C6H15NO, computed with ωB97M-V with the def2-TZVPD basis set.

Structure (SMILES): CC(C)NCCCO
ΔE to the lowest compared entry with this formula, charge and spin (kJ/mol): 205.6
Lowest unoccupied orbital energy (eV): 1.05
HOMO level (eV): -8.6

CARTESIAN COORDINATES (ANGSTROEM)
O  1.4477  -3.2934  -0.8298
N  -0.0405  0.6483  0.6282
C  -0.7633  1.8195  0.1273
C  0.5565  -0.2495  -0.4078
C  0.7156  -2.6429  0.2205
C  -0.2276  -1.6100  -0.3395
C  0.1832  2.8907  -0.3934
C  -1.8647  2.3005  1.0865
H  0.4039  0.2126  -1.3940
H  -2.1976  1.3852  1.5900
H  1.6336  -0.3225  -0.2627
H  -1.3118  1.3822  -0.7159
H  0.9067  -3.2561  -1.6158
H  -1.4593  2.8190  1.9514
H  0.3012  -3.4106  0.9182
H  -0.5339  -1.8197  -1.3691
H  1.5440  -2.3484  0.8884
H  0.8706  3.2027  0.4054
H  0.6424  0.8636  1.3432
H  -1.0726  -1.4206  0.3114
H  0.7767  2.4029  -1.1642
H  -0.3913  3.7289  -0.7675
H  -2.7619  2.7086  0.6162


A 2-piece molecular cluster, C4H12NPS overall, computed with ωB97M-V with the def2-TZVPD basis set.

ΔE to the lowest compared entry with this formula, charge and spin (kJ/mol): 391.2
Lowest unoccupied orbital energy (spin up / spin down) (eV): -0.73 / -0.73
HOMO level (spin up / spin down) (eV): -7.9 / -7.9

CARTESIAN COORDINATES (ANGSTROEM)
S  1.6488  2.4107  2.3274
P  -0.5816  -1.2620  -0.7647
N  0.5853  -0.3459  0.1432
C  -0.6211  -0.0928  -2.1596
C  1.9176  -0.3149  -0.3465
C  -2.0551  -0.7737  0.1980
C  0.3123  0.2136  1.3963
H  -1.7364  -0.6958  1.2021
H  0.7442  -0.2709  2.2910
H  1.9986  -0.7712  -1.3582
H  -2.6928  -1.6061  0.0782
H  0.4324  -0.0468  -2.6743
H  -0.6677  0.5039  1.4676
H  -2.6199  0.2104  -0.1042
H  2.2883  0.7995  -0.3367
H  -1.1356  -0.4687  -3.0366
H  -1.0714  0.9866  -2.0126
H  2.6856  -0.6589  0.4121
H  0.5684  2.1831  3.2777


One molecule with the formula C4H4N2, computed with ωB97M-V with the def2-TZVPD basis set.

Structure (SMILES): C#CC(N)=C=N
ΔE to the lowest compared entry with this formula, charge and spin (kJ/mol): 304.5
Lowest unoccupied orbital energy (eV): 0.84
HOMO level (eV): -8.5

CARTESIAN COORDINATES (ANGSTROEM)
N  -1.2099  -0.9684  -0.6238
N  -1.1787  2.1335  0.8131
C  -0.7111  1.1166  0.3192
C  1.1721  -0.2432  -0.1635
C  -0.2402  -0.0003  -0.2074
C  2.3503  -0.4766  -0.0457
H  -1.3349  -0.9691  -1.6292
H  -0.9128  -1.8935  -0.3349
H  -1.3288  1.9750  1.8112
H  3.3939  -0.6740  0.0609


A 2-piece molecular cluster, C4H9N2O overall, computed with ωB97M-V with the def2-TZVPD basis set.

ΔE to the lowest compared entry with this formula, charge and spin (kJ/mol): 617.8
Lowest unoccupied orbital energy (eV): -4.46
Charge: +1
HOMO level (eV): -14.5

CARTESIAN COORDINATES (ANGSTROEM)
O  1.1547  -0.7685  1.9768
N  -0.9327  0.1692  1.0857
N  1.6449  0.5580  1.4548
C  -0.3787  1.0131  0.2944
C  1.4402  0.3051  2.6406
C  0.1560  0.6072  -1.0254
C  0.1097  -0.8681  -1.2394
H  -0.7707  -0.6968  0.7669
H  0.3588  -1.0889  -2.2929
H  0.8975  -1.5738  -0.7976
H  -0.4453  1.1426  -1.8293
H  -1.2287  0.2943  2.0666
H  1.4326  0.4204  3.6631
H  -0.9438  -1.2282  -1.1675
H  1.1489  1.2124  -1.0556
H  -0.2376  2.0547  0.4608


One molecule with the formula C2H6F2NOP, computed with ωB97M-V with the def2-TZVPD basis set.

Structure (SMILES): CON(C)P(F)F
ΔE to the lowest compared entry with this formula, charge and spin (kJ/mol): 371.9
Lowest unoccupied orbital energy (eV): 0.65
HOMO level (eV): -8.9

CARTESIAN COORDINATES (ANGSTROEM)
P  -1.8613  0.2980  0.4614
F  -2.0591  -1.2894  0.1459
F  -2.3297  0.8391  -0.9646
O  0.7363  -0.5536  0.4184
N  0.0185  0.5427  -0.2218
C  0.4417  1.6853  0.5187
C  0.7920  -1.7220  -0.4109
H  1.6695  -2.2574  -0.2013
H  -0.2026  2.5663  0.3317
H  0.6332  1.5216  1.5475
H  0.9554  -1.4567  -1.4274
H  1.3106  2.1392  0.1703
H  -0.1044  -2.3131  -0.3681


A 5-piece molecular cluster, H10O5 overall, computed with ωB97M-V with the def2-TZVPD basis set.

Structure (SMILES): O.O.O.O.O
ΔE to the lowest compared entry with this formula, charge and spin (kJ/mol): 198.9
Lowest unoccupied orbital energy (eV): 0.21
HOMO level (eV): -10.7

CARTESIAN COORDINATES (ANGSTROEM)
O  0.4848  -2.8948  -0.9069
O  -2.8562  1.4622  -0.7139
O  1.9768  1.4582  0.2711
O  -0.2102  0.0752  -0.7189
O  0.8728  -1.0688  2.4371
H  1.7318  2.4492  0.0971
H  0.3528  0.8122  -0.3999
H  -0.0452  -2.0058  -0.7329
H  -3.4172  1.4212  -1.4939
H  -2.8502  2.3682  -0.6789
H  1.0158  -0.4628  1.6621
H  -1.0902  0.4812  -0.8609
H  2.8068  1.3072  -0.0209
H  0.6738  -2.0928  2.1741
H  0.5538  -3.3098  -0.1139


C34H48BeNO3PSSi as an isolated structure, computed with ωB97M-V with the def2-TZVPD basis set.

ΔE to the lowest compared entry with this formula, charge and spin (kJ/mol): 0.0
Lowest unoccupied orbital energy (eV): 0.57
HOMO level (eV): -7.5

CARTESIAN COORDINATES (ANGSTROEM)
S  -1.1428  -0.8817  0.4618
P  0.5934  0.2828  -2.6325
Si  -0.4314  -0.5526  2.3680
O  0.5375  -1.6477  3.0723
O  0.6220  0.6984  1.9487
O  -1.5378  -0.1297  3.4946
N  2.7522  0.1337  -0.8928
C  -0.8715  2.5209  -1.6854
C  1.4087  -0.7203  -5.1177
C  3.0638  0.2854  -6.5248
C  -0.4718  1.7344  -2.7849
C  1.4829  -2.7102  -2.1953
C  0.2558  -2.8527  3.7883
C  2.6871  2.4606  -3.4448
C  -2.8668  0.4213  3.4249
C  -2.2950  3.7750  -3.2231
C  -1.8410  3.0291  -4.3059
C  -0.9912  -3.5333  3.2278
C  -1.8048  -1.0159  -3.1399
C  1.0723  1.7440  4.0950
C  2.8733  0.4603  2.8760
C  1.5034  0.2880  -0.9291
C  -0.4631  -1.1846  -2.8073
C  -2.8942  1.6650  2.5378
C  1.4741  -3.7532  3.6059
C  3.2608  1.2752  -5.5763
C  -0.2609  2.4069  -0.3304
C  1.6508  1.3670  2.7352
C  2.5285  1.3033  -4.3935
C  0.0549  -2.4723  -2.5916
C  -0.9372  2.0121  -4.0784
C  1.5998  0.2776  -4.1591
C  -2.6481  -2.1089  -3.2435
C  -3.8567  -0.6290  2.9203
C  2.1269  -0.7119  -6.3009
C  2.0594  2.6146  1.9640
C  -0.8084  -3.5536  -2.7064
C  -1.8165  3.5236  -1.9530
C  0.0665  -2.5042  5.2639
C  -3.2208  0.8001  4.8595
C  -2.1476  -3.3789  -3.0175
Be  0.1953  0.7467  0.2746
H  -1.1361  -4.5100  3.6900
H  1.8681  3.1709  -3.5870
H  0.9797  -2.0558  5.6595
H  1.6036  -3.9943  2.5498
H  2.8403  3.1398  2.5134
H  1.2127  3.2879  1.8237
H  2.6219  -0.4376  3.4311
H  1.6169  -2.4714  -1.1378
H  -0.4268  -4.5522  -2.5300
H  2.6603  2.1483  -2.4018
H  -0.1683  -3.3979  5.8440
H  1.9549  -1.4803  -7.0430
H  1.3500  -4.6783  4.1703
H  2.4498  2.3315  0.9844
H  0.7332  2.8688  -0.4356
H  -2.1300  2.3731  2.8664
H  -0.8873  -3.6559  2.1479
H  -3.1148  -0.0695  5.5100
H  3.2221  0.1738  1.8818
H  -3.0099  4.5734  -3.3809
H  -2.8028  -4.2393  -3.0722
H  2.1742  -2.0921  -2.7715
H  -2.1923  -0.0195  -3.3014
H  3.6333  0.2998  -7.4453
H  0.7582  0.8505  4.6365
H  0.6827  -1.5017  -4.9436
H  -3.6948  -1.9601  -3.4732
H  3.6741  0.9890  3.3945
H  -0.5905  1.4098  -4.9089
H  -3.5657  -0.9818  1.9337
H  0.2025  2.3909  3.9670
H  3.6250  2.9826  -3.6280
H  -2.5569  1.5858  5.2241
H  -1.8695  -2.9150  3.4185
H  -4.8570  -0.1978  2.8581
H  -2.1994  3.2285  -5.3070
H  -3.8827  -1.4777  3.6071
H  -2.7024  1.3974  1.4992
H  3.9934  2.0519  -5.7610
H  2.3726  -3.2421  3.9540
H  1.8214  2.2705  4.6857
H  -0.7484  -1.7867  5.3669
H  -2.1610  4.1332  -1.1263
H  -4.2505  1.1555  4.9114
H  1.7529  -3.7548  -2.3441
H  3.2564  -0.0468  -1.7647
H  -0.8034  3.0738  0.3475
H  -3.8711  2.1467  2.6022


C5H12NO as an isolated structure, computed with ωB97M-V with the def2-TZVPD basis set.

ΔE to the lowest compared entry with this formula, charge and spin (kJ/mol): 622.8
Lowest unoccupied orbital energy (eV): 3.16
Charge: -1
HOMO level (eV): -2.1

CARTESIAN COORDINATES (ANGSTROEM)
O  2.1264  -0.7916  1.4551
N  -2.4688  0.0147  -1.0479
C  -1.1538  0.1315  -1.6572
C  0.7954  -1.1792  1.3407
C  0.1405  -0.0163  -0.7303
C  -0.1833  -0.1941  0.7336
C  -0.9125  0.7734  -2.9017
H  0.6335  -2.0736  0.7332
H  -0.2993  0.7214  1.3203
H  -2.6305  0.9755  -0.6561
H  0.6980  -0.8876  -1.2341
H  0.0951  0.6081  -3.3163
H  2.6771  0.3185  4.6745
H  -0.9105  1.4698  -1.7656
H  -1.7397  0.9888  -3.5609
H  -1.1684  -0.7235  0.8163
H  0.5736  1.0150  -0.8207
H  3.2918  0.4392  4.2768
H  0.4354  -1.5901  2.3403


A 2-piece molecular cluster, C5H12BrN2 overall, computed with ωB97M-V with the def2-TZVPD basis set.

ΔE to the lowest compared entry with this formula, charge and spin (kJ/mol): 518.0
Lowest unoccupied orbital energy (eV): -4.92
Charge: +1
HOMO level (eV): -13.8

CARTESIAN COORDINATES (ANGSTROEM)
Br  2.5596  0.6327  -0.3435
N  -0.0136  -1.4532  -0.4620
N  0.1573  1.2013  0.8926
C  0.7076  -2.3668  0.3070
C  -1.2315  1.0115  1.0176
C  0.6314  2.4967  1.4285
C  0.8396  0.4102  0.1213
C  0.2991  -1.4134  -1.8155
H  1.5020  2.7840  0.8680
H  -0.0847  -0.4813  -2.1760
H  -1.6358  0.7430  2.0865
H  -0.2215  -2.0915  -2.3323
H  -0.0800  3.2706  1.1964
H  0.5598  -2.0073  1.2919
H  0.2942  -3.4266  0.1641
H  0.7683  2.4854  2.6145
H  -1.9597  1.7715  0.6490
H  1.3153  -1.5594  -2.1021
H  -1.3707  0.0727  0.3721
H  1.8206  -2.3065  0.0645


A 2-piece molecular cluster, C2H9NP overall, computed with ωB97M-V with the def2-TZVPD basis set.

ΔE to the lowest compared entry with this formula, charge and spin (kJ/mol): 275.5
Lowest unoccupied orbital energy (eV): -5.64
Charge: +1
HOMO level (eV): -15.8

CARTESIAN COORDINATES (ANGSTROEM)
P  -2.4895  0.2140  -0.0298
N  -0.8769  0.4599  0.3062
C  2.1265  0.2640  0.0285
C  -1.1676  -0.9406  0.1218
H  -0.7137  -1.6497  -0.6431
H  -0.2536  0.7107  -0.4080
H  1.4744  -0.3779  0.3714
H  2.2086  0.1380  -1.0002
H  -3.1011  0.2817  1.2508
H  1.7774  1.2071  0.0790
H  -1.2428  -1.4270  1.0370
H  -3.1968  1.1214  -0.9793
H  3.1462  0.0424  0.5028


One molecule with the formula C4H7NO, computed with ωB97M-V with the def2-TZVPD basis set.

Structure (SMILES): C1=NOCCC1
ΔE to the lowest compared entry with this formula, charge and spin (kJ/mol): 307.9
Lowest unoccupied orbital energy (eV): 0.93
HOMO level (eV): -9.5

CARTESIAN COORDINATES (ANGSTROEM)
O  0.8896  1.1341  -0.2248
N  0.8742  0.5265  1.0764
C  -0.4990  -0.6288  -1.1621
C  -0.3290  0.8680  -0.9097
C  -0.6940  -1.2791  0.2605
C  0.0966  -0.4623  1.2566
H  -0.2195  -2.3002  0.3404
H  -0.2995  1.4892  -1.8708
H  -1.3677  -0.9342  -1.7882
H  -1.2277  1.2572  -0.3126
H  -0.0570  -0.7131  2.3926
H  0.3370  -1.1097  -1.7181
H  -1.8497  -1.4348  0.5487


C26H53ClN6O6P2SSi2 as an isolated structure, computed with ωB97M-V with the def2-TZVPD basis set.

Lowest unoccupied orbital energy (eV): -0.17
HOMO level (eV): -7.5

CARTESIAN COORDINATES (ANGSTROEM)
Cl  1.4181  -5.1486  3.6995
S  3.1575  -4.4828  2.8087
P  -1.1969  -1.0880  -1.2109
P  2.7553  3.1143  -0.0195
Si  1.0418  1.9443  0.8326
Si  -0.7432  2.3354  3.0418
O  -2.2719  -1.1818  -2.2441
O  -1.4900  -2.2646  -0.0452
O  4.1345  -4.2945  3.8742
O  3.5963  -5.5373  1.8999
O  0.2695  3.0675  1.8763
O  0.2986  -1.3098  -1.8965
N  -2.2212  1.5823  5.7328
N  0.5777  -5.1227  -4.8726
N  4.3670  -7.3523  -4.4339
N  -3.5858  3.7872  1.1774
N  -7.3089  5.3325  -0.4299
N  -6.8911  6.6072  3.9355
C  2.8924  -2.8973  1.8770
C  1.1895  -0.9440  1.3862
C  -5.2796  3.2872  -0.7774
C  -5.9474  6.9751  3.3836
C  2.5305  3.2689  -2.9285
C  1.7001  -2.1509  -3.6896
C  1.8344  0.4610  1.7159
C  -0.0642  1.5147  -0.6521
C  -4.3257  3.5673  0.3192
C  -4.7345  7.4434  2.6764
C  2.1276  4.0051  -1.5841
C  6.9807  -7.6591  -4.6163
C  -0.0419  -4.2071  -0.7811
C  -2.3304  2.4985  6.4231
C  0.2135  -1.7957  -3.2845
C  -1.5134  -3.5861  -0.6271
C  -1.3096  0.5855  -0.3624
C  -8.3784  4.6377  1.8736
C  -7.7778  5.0261  0.5787
C  5.5143  -7.4872  -4.5154
C  2.3176  -6.8829  -3.9384
C  1.6600  -2.0882  2.3989
C  4.1902  1.9868  -0.4606
C  -2.4702  3.6768  7.3060
C  1.3350  -5.8936  -4.4643
C  3.8373  0.6607  -1.2634
H  2.1632  2.2063  -2.9620
H  0.1219  -5.0798  -0.1058
H  -4.6804  6.9823  1.6904
H  -2.2526  1.0538  -0.7573
H  -5.3503  4.1511  -1.4345
H  -8.6004  5.5288  2.4579
H  -0.9420  3.1849  4.2310
H  -3.8462  7.1713  3.2453
H  -0.2048  -0.9953  -3.9372
H  7.2292  -8.7198  -4.6153
H  3.1355  -6.3641  -3.4748
H  1.5116  -1.2831  0.3677
H  1.6537  -3.0657  -4.3444
H  -1.5089  0.3584  0.7140
H  2.6631  -7.4919  -4.7380
H  4.5212  0.6263  -2.1571
H  1.8555  0.5440  2.8413
H  -9.3010  4.0826  1.7042
H  1.0082  4.0894  -1.5920
H  -3.4909  4.0550  7.2595
H  -4.7676  8.5265  2.5627
H  4.6766  1.7001  0.5147
H  0.1034  -4.4263  -1.8650
H  0.6517  -3.3927  -0.4275
H  2.0369  3.7678  -3.8120
H  7.4693  -7.1776  -3.7696
H  -6.2617  3.0749  -0.3652
H  -2.0642  -3.6306  -1.6048
H  3.8693  -2.3541  1.9666
H  0.5962  1.1422  -1.4813
H  -2.0783  -4.2641  0.0684
H  4.9662  2.6044  -0.9949
H  -4.9419  2.4254  -1.3548
H  -7.6830  4.0116  2.4319
H  3.6419  3.3375  -3.0235
H  2.9245  0.3823  1.4257
H  2.5066  5.0649  -1.5655
H  2.3079  -2.3799  -2.7699
H  2.1963  -1.2773  -4.1930
H  -1.7843  4.4613  6.9867
H  0.0735  -0.9155  1.5029
H  2.8029  -3.2171  0.8058
H  -0.4781  2.4952  -1.0289
H  -2.0707  2.1866  2.4126
H  2.7791  0.5841  -1.6053
H  -0.2851  0.9951  3.4292
H  -2.2397  3.3985  8.3338
H  0.7940  -2.8121  2.4240
H  7.3428  -7.2088  -5.5400
H  -0.4421  -2.7042  -3.2481
H  1.8275  -7.5172  -3.1933
H  4.0288  -0.2084  -0.5754
H  1.7585  -1.6975  3.4408


It is found that the energy values, taken in the order of the records, are -367.55300 -953.75500 -264.21047 -342.12197 -750.84381 -382.14841 -2648.89266 -327.45882 -2880.81672 -477.30256 -286.51437 -3922.47930 hartree.
It is found that the maximum force values, taken in the order of the records, are 2.48 3.45 0.67 4.58 3.74 6.54 0.70 5.52 5.50 5.39 2.76 6.64 eV/A.